*w*
C5H12O4 | ωB97M-V/def2-TZVPD

Last column: Löwdin charge in e.
Positions of all 21 atoms, in Å:
C -0.524 -0.174 0.710  -0.36
C -1.181 0.384 -0.441  -0.46
C 2.337 -0.346 0.490  -0.13
C -0.796 -1.579 1.154  0.01
C 0.521 0.754 -1.671  0.09
O 1.069 -0.392 -0.138  -0.29
O -0.267 0.675 1.750  0.08
O -1.753 1.637 -0.222  0.02
O -1.961 -0.430 -1.251  0.03
H -0.401 1.578 1.423  0.12
H -2.866 -0.451 -0.904  0.12
H -1.471 2.329 -0.840  0.11
H 2.984 0.366 -0.037  0.08
H 2.825 -1.328 0.484  0.07
H 2.239 -0.016 1.532  0.08
H -0.022 -1.910 1.847  0.09
H -0.825 -2.248 0.298  0.09
H -1.761 -1.615 1.670  0.10
H -0.177 0.541 -2.478  0.05
H 1.495 0.437 -2.038  0.05
H 0.534 1.788 -1.338  0.05

Calculated values
HOMO level: -7.57 eV
Gap between HOMO and LUMO: 0.3002 hartree
Multiplicity: 1

---

*x*
C5H12O4 | ωB97M-V/def2-TZVPD

Last column: Löwdin charge in e.
Positions of all 21 atoms, in Å:
C 0.027 -0.072 -0.407  -0.48
C 0.522 -1.045 0.708  -0.31
C 0.481 1.408 -0.109  -0.33
C 0.266 -2.523 0.430  -0.03
C -0.370 2.457 -0.821  -0.04
O -1.395 -0.189 -0.444  0.02
O 0.479 -0.437 -1.700  0.04
O -0.172 -0.724 1.931  -0.05
O 0.470 1.786 1.274  -0.04
H 0.354 -1.395 -1.794  0.10
H -1.680 0.388 -1.173  0.11
H -1.125 -0.773 1.700  0.12
H 0.213 1.011 1.815  0.06
H 1.595 -0.905 0.882  0.16
H 1.516 1.518 -0.456  0.15
H 0.898 -2.897 -0.381  0.08
H 0.472 -3.119 1.326  0.09
H -0.783 -2.705 0.171  0.09
H -0.456 2.263 -1.893  0.08
H -1.374 2.500 -0.382  0.09
H 0.062 3.454 -0.679  0.09

Calculated values
HOMO level: -10.00 eV
Gap between HOMO and LUMO: 0.3908 hartree
SMILES string: C[C@H](O)C(O)(O)[C@@H](C)O
Multiplicity: 1

---

Least stable of them? *w*.